Entry 1:
Entry from the OMol25 dataset: a structure of composition C39H40N3O3TeV (ωB97M-V/def2-TZVPD).

spin multiplicity: 4
charge: -1
energy relative to the best compared isomer or geometry (same formula, charge and spin): 6.99 kcal/mol
⟨S²⟩: 3.76
E_HOMO (alpha / beta): -3.6450 / -5.5955 eV

Geometry as XYZ:
```
87
Properties=species:S:1:pos:R:3:lowdin_spin:R:1
Te 0.447 0.107 3.062 0.0287
V -0.132 -0.616 -0.310 2.6069
O -0.054 -2.356 0.343 0.0394
O 3.284 1.729 -1.033 0.0223
O -3.650 1.677 -0.217 0.0236
N -2.178 -0.118 -0.380 0.0082
N 1.837 -0.089 -0.869 0.0057
N -0.147 1.420 -0.337 0.0211
C 1.266 -4.277 -0.176 0.0010
C -0.152 4.151 -0.235 0.0388
C 0.634 3.712 5.569 0.0003
C 0.300 -2.203 5.072 0.0002
C -3.236 -1.050 -0.553 0.0051
C -1.306 2.067 -0.219 0.0398
C -0.403 -1.110 4.575 0.0038
C 3.554 -2.655 -2.897 0.0003
C -4.714 -2.272 -2.001 0.0002
C -1.672 -0.831 5.072 0.0003
C -2.522 1.174 -0.257 0.0153
C 2.803 -1.041 -1.276 0.0041
C 4.619 -2.996 -2.082 0.0013
C 1.042 3.466 -0.423 -0.0065
C -2.227 -1.627 6.065 0.0001
C -3.235 -1.410 1.928 0.0016
C 2.723 2.571 5.895 0.0005
C -1.351 3.450 -0.158 -0.0066
C 1.880 3.637 6.178 -0.0001
C -3.149 -0.570 -3.011 0.0046
C -4.770 -2.659 0.363 0.0000
C -1.521 -2.715 6.559 -0.0002
C 0.232 2.719 4.685 0.0012
C 1.001 2.082 -0.486 0.0403
C 2.319 1.580 5.010 0.0013
C 2.636 -1.686 -2.507 0.0031
C -0.257 -3.004 6.060 0.0002
C 4.775 -2.355 -0.862 0.0001
C -0.106 -4.145 1.913 0.0002
C 1.067 1.642 4.405 0.0137
C 2.186 1.205 -0.818 0.0145
C 4.052 -0.696 0.882 0.0006
C -5.243 -2.941 -0.909 0.0002
C -0.037 -3.748 0.434 0.0088
C 1.471 -1.333 -3.387 0.0187
C -3.764 -1.720 0.557 0.0004
C 3.881 -1.377 -0.444 0.0009
C -3.714 -1.320 -1.838 0.0018
C -1.235 -4.332 -0.321 0.0027
H -2.233 0.004 4.671 0.0001
H -5.179 -3.180 1.223 0.0000
H 0.753 -3.721 2.442 0.0002
H 2.122 -3.803 0.312 0.0002
H -2.058 -0.559 -2.978 0.0063
H -1.957 -3.342 7.327 0.0000
H -1.220 -5.426 -0.320 0.0004
H 0.295 -3.857 6.435 0.0000
H 1.306 -4.023 -1.238 0.0003
H 3.418 -3.156 -3.850 0.0000
H 0.526 -1.445 -2.845 0.0176
H -3.437 -0.371 2.198 0.0001
H -0.025 4.545 5.780 0.0001
H 3.150 -0.802 1.487 0.0003
H -0.098 -5.230 2.047 -0.0002
H -0.737 2.783 4.203 0.0003
H -2.169 -3.992 0.131 0.0001
H 1.438 -1.980 -4.265 0.0008
H -2.315 3.932 -0.067 -0.0011
H -0.153 5.233 -0.181 0.0029
H -5.079 -2.489 -2.999 0.0000
H -1.213 -3.984 -1.357 0.0012
H 4.230 0.373 0.740 0.0002
H 5.605 -2.619 -0.214 0.0000
H 1.283 -2.433 4.678 0.0000
H 2.982 0.753 4.784 0.0001
H -3.469 -1.017 -3.953 0.0001
H 3.700 2.511 6.360 0.0001
H -3.479 0.472 -2.990 0.0000
H -3.683 -2.063 2.680 0.0001
H 1.523 -0.294 -3.718 0.0004
H -6.021 -3.683 -1.049 0.0000
H -1.021 -3.745 2.362 0.0001
H 1.355 -5.362 -0.074 0.0002
H 5.322 -3.760 -2.392 0.0001
H 4.892 -1.125 1.431 0.0000
H -2.152 -1.546 1.951 0.0017
H -3.217 -1.403 6.444 0.0000
H 2.194 4.411 6.867 0.0000
H 1.996 3.960 -0.541 -0.0011
```


Entry 2:
Entry from the OMol25 dataset: a structure of composition C39H41Br4GaN7O4P2 (ωB97M-V/def2-TZVPD).

charge: +1
energy relative to the best compared isomer or geometry (same formula, charge and spin): 27.19 kcal/mol
E_HOMO: -9.4683 eV

Geometry as XYZ:
```
98
Properties=species:S:1:pos:R:3:mulliken_charge:R:1
Br 0.009 -7.472 -2.759 -0.1687
Br 1.776 -2.387 -4.689 -0.2282
Br 1.460 -5.666 -5.131 -0.1829
Br -1.125 -5.911 -0.017 -0.1399
Ga -0.365 -1.087 -0.595 1.1383
P -0.871 -1.004 1.872 2.2821
P 3.543 -1.386 -0.736 1.3769
O 3.650 -2.787 -1.185 -1.0266
O 2.507 -0.820 0.314 -0.2180
O -0.453 -2.971 -0.127 -0.7320
O 1.042 -1.623 -1.789 -0.0723
N 4.358 -1.183 -3.232 -0.1724
N 1.059 3.134 -0.852 1.1297
N 0.347 1.115 -0.797 1.0998
N 0.840 1.394 -2.023 0.1887
N 1.274 2.596 -2.061 -1.1799
N 4.823 0.124 1.144 -0.6069
N -2.690 5.307 -4.747 -0.5566
C -4.811 0.048 1.592 -0.6401
C -0.372 -2.482 2.794 0.5838
C -0.435 0.335 3.029 0.7724
C 0.772 1.006 2.852 -0.0977
C 5.077 -0.964 0.188 -0.8239
C -2.884 2.835 -2.288 -0.6578
C 3.555 -0.361 -2.258 -0.4071
C 0.277 -5.623 -2.530 0.3301
C 1.420 4.521 -0.545 -1.4238
C -0.790 1.578 5.065 -0.6945
C -1.204 0.615 4.158 -0.5617
C -5.401 -1.156 1.236 -0.7024
C -2.527 2.981 -3.630 0.1775
C 1.192 1.965 3.764 -0.5999
C 1.268 -4.183 3.236 -0.6519
C 0.219 5.467 -0.526 0.9678
C 0.845 -3.089 2.499 -0.2917
C -2.042 1.884 -4.336 -1.0201
C -0.739 -4.073 4.559 -0.8126
C -0.184 -4.996 -1.367 0.0655
C 0.903 -4.871 -3.516 0.1296
C -2.232 0.502 -2.357 -0.3175
C -1.163 -2.974 3.827 -0.5472
C 0.494 2.206 -0.083 -1.8822
C -2.676 -1.052 1.770 0.0332
C -0.380 5.606 -1.920 -1.2055
C 1.118 -3.503 -3.296 0.1543
C 0.767 -2.900 -2.108 -0.2062
C -0.833 5.054 0.500 -1.3341
C -3.270 -2.260 1.401 -0.6507
C -2.042 -0.797 -1.664 -0.0626
C -4.631 -2.308 1.142 -0.5842
C 0.476 -4.676 4.264 -0.6728
C -2.732 1.612 -1.666 0.1578
C 0.405 2.259 4.867 -0.7322
C 0.025 -3.641 -1.161 -0.5703
C -3.450 0.103 1.856 -1.0725
C -2.639 4.267 -4.260 0.0078
C -1.903 0.663 -3.703 -0.3121
H 5.347 -0.942 -3.248 0.3931
H -1.360 -4.461 5.355 0.4653
H -3.019 1.498 -0.626 0.2962
H 2.137 2.474 3.619 0.5002
H 2.118 4.817 -1.327 0.3833
H -1.232 6.285 -1.914 0.4692
H 5.366 0.012 1.990 0.2278
H -1.397 1.791 5.935 0.4799
H -5.410 0.946 1.664 0.4859
H -1.575 5.844 0.611 0.4793
H 0.184 2.358 0.935 0.9515
H 5.924 -0.789 -0.482 0.3929
H -5.087 -3.246 0.856 0.4813
H -2.119 -2.517 4.053 0.3882
H 5.051 1.032 0.758 0.1887
H -2.664 -3.152 1.293 0.2927
H -0.731 4.641 -2.287 -0.0823
H 2.545 -0.283 -2.656 -0.1558
H 1.440 -2.730 1.670 0.0924
H 4.252 -2.171 -2.919 0.3763
H -2.996 1.049 2.127 0.4569
H -0.398 4.868 1.486 0.3766
H -1.776 1.996 -5.379 0.5052
H -2.132 0.084 4.328 0.3857
H 3.077 -0.333 0.978 0.3549
H 1.399 0.756 2.004 0.0626
H 4.002 0.624 -2.136 0.4856
H 0.726 3.006 5.580 0.4267
H 0.801 -5.539 4.830 0.4063
H 2.205 -4.667 2.994 0.4780
H -3.285 3.684 -1.748 0.5213
H 5.301 -1.880 0.738 0.4421
H 0.347 5.990 -2.636 0.3896
H 3.967 -1.121 -4.174 0.2417
H -2.007 -1.624 -2.380 0.7484
H -6.462 -1.197 1.028 0.4128
H -1.519 -0.186 -4.257 0.4388
H -1.368 4.157 0.176 0.1035
H 1.946 4.513 0.410 0.4202
H 0.635 6.432 -0.221 0.3082
H -2.885 -0.996 -0.999 0.1534
```


no.,total energy (a.u.)
1,-3112.34478
2,-15098.45819